Entry 1:
Here is 2 unconnected molecules or ions with the total composition C3H5NO2 at a distorted geometry from the Open Molecules 2025 dataset. Energies are from wB97M-V/def2-TZVPD.

Last column: Löwdin charge in e.
Positions of all 11 atoms, in Å:
C -1.56064 0.21726 -0.25800  -0.0450
C -1.14452 -1.03285 -0.48136  -0.3183
O -0.99007 -2.07629 -0.97514  0.1650
H -1.47894 0.67252 0.71874  0.0714
H -2.32099 0.54707 -0.95045  0.0658
N 1.18893 0.83510 -0.10766  0.1301
C 1.33655 -0.23281 0.69005  -0.3507
O 0.47064 -1.07424 0.92357  -0.0155
H 0.25016 0.96237 -0.50901  0.0609
H 1.92637 1.51467 -0.20946  0.1050
H 2.32251 -0.33279 1.15871  0.1313

Orbital gap: 9.71 eV
HOMO: -8.9 eV
2S+1: 1
SMILES: C=C=O.NC=O
E: -322.5125 hartree
Relative energy (zero: lowest compared OMol25 entry of this formula, charge and spin): 38.8 kcal/mol
Lowest unoccupied orbital energy: 0.8392 eV



Entry 2:
Here is a molecular structure, C5H12LuO3 at a distorted geometry from the Open Molecules 2025 dataset. Energies are from wB97M-V/def2-TZVPD.

Last column: Löwdin spin population.
Positions of all 21 atoms, in Å:
H -0.20248 -2.82664 -3.45762  0.9106
C -2.85230 1.35267 -1.07928  0.0004
O -2.12728 1.50870 -2.25872  0.0025
C -1.94158 1.36110 0.14381  0.0001
O -0.84244 0.46357 -0.12992  0.0029
C 0.09346 0.33689 0.93643  0.0001
C 1.05403 -0.78007 0.59982  0.0014
O 2.33300 -0.34289 0.96076  0.0010
C 3.31534 -1.35182 0.92792  0.0001
Lu -0.48133 0.75605 -2.34246  0.0776
H -3.42365 0.40321 -1.07996  0.0001
H -3.58628 2.16631 -0.93485  0.0000
H -2.45717 1.00685 1.04724  0.0000
H -1.52719 2.36594 0.32445  0.0000
H -0.44987 0.08094 1.85680  0.0000
H 0.55955 1.31051 1.14965  0.0000
H 1.17029 -1.26077 -0.38858  0.0030
H 0.65438 -1.70330 1.04842  0.0001
H 4.28502 -0.84247 0.96185  0.0000
H 3.11148 -2.08118 1.72906  0.0000
H 3.31502 -1.92359 -0.01481  0.0000

Orbital gap (spin up / spin down): 6.15 / 6.07 eV
HOMO (spin up / spin down): -16.6 / -16.6 eV
Net charge: +2
2S+1: 2
E: -1658.1428 hartree
Relative energy (zero: lowest compared OMol25 entry of this formula, charge and spin): 8.4 kcal/mol
Lowest unoccupied orbital energy (spin up / spin down): -10.4134 / -10.4948 eV
⟨S²⟩: 0.75



Entry 3:
Here is 2 unconnected molecules or ions with the total composition H6N2 from the Open Molecules 2025 dataset. Energies are from wB97M-V/def2-TZVPD.

Last column: Löwdin charge in e.
Positions of all 8 atoms, in Å:
N -1.65431 -1.52043 -2.54515  -0.0149
H -1.14190 -1.82355 -3.37953  0.0047
H -2.61983 -1.84703 -2.65340  0.0048
H -1.25529 -2.02861 -1.74944  0.0054
N 0.00697 1.43525 4.25798  -0.0150
H 0.74628 1.92140 4.77538  0.0047
H -0.88105 1.67750 4.70894  0.0048
H -0.01564 1.84228 3.31753  0.0055

Orbital gap: 11.42 eV
HOMO: -10.1 eV
2S+1: 1
SMILES: N.N
E: -113.1000 hartree
Relative energy (zero: lowest compared OMol25 entry of this formula, charge and spin): 2.6 kcal/mol
Lowest unoccupied orbital energy: 1.2809 eV